15
Properties=species:S:1:pos:R:3:nbo_charge:R:1 method="wB97M-V/def2-TZVPD" total_charge=+1 total_energy_ha=-266.83723 homo_lumo_gap_ev="8.7 / 9.2"
C 1.8028 -0.7308 0.8229 0.11
C 0.6021 0.4935 -1.0721 -0.28
C -0.3425 0.4568 0.0402 0.37
C -1.1140 1.5051 0.7377 -0.67
N 0.9227 -0.0644 0.1816 -0.25
N -0.9529 -1.9076 -0.3571 -0.65
H 2.5298 -1.0472 0.1724 0.21
H 1.6013 -1.2297 1.7026 0.23
H 0.6568 -0.2427 -1.9521 0.24
H 0.9359 1.4937 -1.3718 0.25
H -2.0153 1.4643 0.1427 0.27
H -0.6867 2.4365 0.7090 0.26
H -1.1989 1.0969 1.7255 0.25
H -0.7738 -1.7118 -1.3059 0.31
H -1.9674 -2.0127 -0.1756 0.35